Entry 1:
DFT (ωB97M-V/def2-TZVPD) results for CH10N2O4 as an isolated structure at a distorted geometry.

For the total energy, the calculation gives -12365.9727 eV. Its total charge is 0. Its orbital gap is 9.30 eV. The energy relative to the best compared isomer or geometry (same formula, charge and spin) comes out at 5.113 eV. As for the HOMO energy: -9.36 eV.

Element x y z (Å)
O 29.1406 -19.1581 10.2047
H 28.3857 -19.0917 10.7894
H 29.4382 -18.2552 10.0935
O 30.3624 -20.7814 9.2389
H 29.9482 -20.0448 9.6884
H 30.0355 -21.5561 9.6963
O 27.4700 -19.0406 11.4746
H 27.8979 -19.5498 12.1630
H 26.6126 -18.8189 11.8378
C 26.6735 -20.5706 9.0199
O 26.2080 -19.4986 8.6641
N 26.2773 -21.7077 8.4093
N 27.5612 -20.8626 9.9643
H 26.6729 -22.5952 8.6850
H 25.5160 -21.6380 7.7493
H 28.0878 -20.0700 10.3028
H 27.9335 -21.7648 10.2239


Entry 2:
DFT (ωB97M-V/def2-TZVPD) results for one molecule with the formula C5H5N3S2 at a distorted geometry.

For the total energy, the calculation gives -31403.8147 eV. Its total charge is 0. As for the SMILES: [H]/N=C1\SN=C(C)\C1=N\C=S. Its orbital gap is 7.08 eV. The energy relative to the best compared isomer or geometry (same formula, charge and spin) comes out at 1.656 eV. As for the HOMO energy: -8.47 eV.

Element x y z (Å)
H 3.2449 1.1832 -1.0926
N 2.2843 1.2687 -0.5744
C 1.7679 0.1310 -0.4399
S 2.2873 -1.5340 -0.4469
N 0.7902 -2.1928 0.0027
C -0.1333 -1.3229 0.2754
C -1.5011 -1.7231 0.5640
C 0.3346 0.0486 0.1591
N -0.5086 0.9825 0.1467
C -0.7023 2.2585 0.0899
S -1.2640 2.9518 -1.2924
H -2.0112 -1.0259 -0.2045
H -2.0334 -1.2702 1.4250
H -1.6744 -2.6986 0.3799
H -0.8810 2.9433 1.0080


Entry 3:
DFT (ωB97M-V/def2-TZVPD) results for one molecule with the formula C3H7NO3 at a distorted geometry.

For the total energy, the calculation gives -10856.7463 eV. Its total charge is 0. As for the SMILES: N[C@@H](CO)C(=O)O. Its orbital gap is 9.67 eV. The energy relative to the best compared isomer or geometry (same formula, charge and spin) comes out at 1.621 eV. As for the HOMO energy: -9.27 eV.

Element x y z (Å)
N -1.1951 0.1884 -1.4119
C -0.0356 -0.4656 -0.7702
C 1.1300 0.4225 -0.8908
O 0.7705 1.7203 -0.3829
C -0.2280 -0.8111 0.8271
O -0.0859 -1.9054 1.2618
O -0.4625 0.2273 1.6222
H -1.3469 1.1139 -1.1623
H -2.0407 -0.3735 -1.2918
H 0.1780 -1.4005 -1.2506
H 1.9885 0.0568 -0.3413
H 1.3460 0.7016 -1.9462
H 1.6052 2.2254 -0.2888
H -0.3387 1.1455 1.1583


Entry 4:
DFT (ωB97M-V/def2-TZVPD) results for one molecule with the formula C2H3N3S at a distorted geometry.

For the total energy, the calculation gives -17426.7622 eV. Its total charge is 0. As for the SMILES: Sc1cnn[nH]1. Its orbital gap is 9.68 eV. The energy relative to the best compared isomer or geometry (same formula, charge and spin) comes out at 1.034 eV. As for the HOMO energy: -9.11 eV.

Element x y z (Å)
S -2.0054 -0.0709 -0.0148
C -0.2351 -0.0159 0.0072
C 0.5865 1.0789 0.0071
N 1.9080 0.6919 -0.0140
N 1.9248 -0.6021 -0.0068
N 0.6367 -1.0333 0.0107
H -2.0153 1.2132 0.1434
H 0.2996 2.1682 0.0087
H 0.4079 -2.0203 0.0686


Question: Among the records above, which one has the highest orbital gap?
Answer: C2H3N3S